1.
13
Properties=species:S:1:pos:R:3:mulliken_charge:R:1 method="wB97M-V/def2-TZVPD" orbital_gap_ev=9.789 max_force_ev_per_a=3.09 homo_ha=-0.327 de_lowest_kcal_mol=34.45 total_charge=0 smiles="C=CN(C)C=O" total_energy_ha=-286.5767
C 0.18215 1.31659 0.01472 -1.048
C 0.29159 -1.12476 0.01826 0.063
C 1.65402 -1.02785 -0.05319 -0.880
C -1.85054 -0.01189 -0.03203 0.218
H 0.69913 1.39293 0.98891 0.361
H 0.90984 1.28167 -0.84294 0.310
H -0.54963 2.17776 -0.20739 0.301
H -0.26246 -2.03544 0.07090 0.365
H 2.17361 -1.92776 0.08179 0.266
H 2.11222 -0.04435 -0.07560 0.262
H -2.40580 0.99849 -0.03466 0.231
N -0.49599 0.05142 0.08278 0.086
O -2.45813 -1.04679 -0.01155 -0.536

***

2.
39
Properties=species:S:1:pos:R:3:mulliken_charge:R:1 method="wB97M-V/def2-TZVPD" orbital_gap_ev=9.677 max_force_ev_per_a=4.00 homo_ha=-0.371 de_lowest_kcal_mol=119.05 total_charge=0 total_energy_ha=-993.5835
H -0.89242 0.17404 -0.20247 0.211
H -0.64490 -1.10179 0.58558 0.224
H 1.55516 -0.31066 3.88888 0.290
H 0.76756 0.81141 3.23262 0.361
H 2.61865 -2.90364 0.07355 0.295
H 2.35536 -2.58228 1.53555 0.344
H 0.88377 -3.85341 -2.58600 0.295
H -0.00253 -2.85105 -3.30695 0.268
H 1.64032 -4.36962 3.32200 0.320
H 1.10093 -3.53306 2.17340 0.326
H -0.57151 -0.41344 2.94726 0.325
H -1.66748 0.57117 3.32067 0.189
H -1.71066 3.07454 -2.00897 0.318
H -0.81988 3.73699 -3.04711 0.360
H 3.48142 0.70486 2.27335 0.303
H 2.39014 1.27456 1.38196 0.300
H -2.13668 2.40953 -0.39654 0.233
H -2.05641 2.33898 1.11958 0.293
H 1.08018 2.89970 -1.70812 0.293
H 0.77502 1.85838 -2.77234 0.296
H 0.43140 2.24035 1.10002 0.219
H 1.62742 3.06911 0.66099 0.336
H -1.45435 -1.72645 -3.46445 0.261
H -0.31283 -0.94514 -4.09414 0.319
H -3.65758 -2.86373 -2.65434 0.305
H -3.33600 -3.57157 -1.34835 0.302
O -1.08162 -0.24461 0.64483 -0.393
O 0.83224 0.30593 4.05072 -0.666
O 2.69339 -2.19351 0.72094 -0.615
O 0.83938 -2.92573 -2.84371 -0.571
O 1.84714 -4.08962 2.42322 -0.675
O -1.19852 0.20827 2.56083 -0.488
O -1.67131 3.83079 -2.60523 -0.627
O 3.11868 1.53911 1.95487 -0.624
O -2.67733 2.48770 0.39755 -0.588
O 0.48242 2.71499 -2.44129 -0.646
O 0.76946 2.75240 0.35671 -0.531
O -0.96913 -0.89700 -3.38991 -0.573
O -3.16530 -2.75596 -1.83273 -0.588

***

3.
101
Properties=species:S:1:pos:R:3:mulliken_charge:R:1 method="wB97M-V/def2-TZVPD" orbital_gap_ev="4.605 / 4.952" max_force_ev_per_a=4.92 spin_multiplicity=4 homo_ha="-0.210 / -0.222" de_lowest_kcal_mol=22.60 total_charge=0 total_energy_ha=-5992.4540 s2=3.7898
V -1.18773 -0.67519 0.61352 -0.294
Cl -2.48278 -2.55799 1.41460 -0.463
C -1.12714 -3.29807 0.42911 0.463
C -0.16330 -2.32564 0.01100 -0.842
C 1.00434 -2.84999 -0.58393 0.697
Cl 2.22345 -1.69039 -0.96743 -0.150
C 1.20539 -4.25004 -0.65246 0.476
Cl 2.69829 -4.91525 -1.16548 -0.215
C 0.25936 -5.15372 -0.18970 0.227
Cl 0.51754 -6.88049 -0.23925 -0.199
C -0.93088 -4.67600 0.34327 0.146
Cl -2.19525 -5.71056 0.89889 -0.212
C -5.89779 1.67025 1.22252 -0.632
C -4.54289 2.35526 1.48725 -0.616
N -3.46059 1.54999 0.87150 0.030
C -3.67432 0.72129 -0.15394 -0.043
N -2.60457 -0.02112 -0.59558 0.825
C -2.73570 -0.78443 -1.82885 -0.872
C -4.10159 -1.39122 -2.00695 -0.612
C -5.14186 -0.29892 -1.88336 -0.750
N -4.92109 0.49966 -0.68344 0.110
C -6.00278 1.36751 -0.25079 -0.658
H -6.68791 2.37114 1.50573 0.398
H -5.99298 0.73826 1.84902 0.228
H -4.34004 2.43594 2.55457 0.301
H -4.48493 3.38567 1.07386 0.334
H -2.54303 1.60105 1.30897 -0.282
H -1.98934 -1.57150 -1.89245 0.401
H -2.48931 -0.14617 -2.71502 0.188
H -4.28243 -2.21763 -1.27966 0.224
H -4.13410 -1.77699 -3.05796 0.395
H -6.16930 -0.70648 -1.75835 0.420
H -5.15720 0.36617 -2.76959 0.272
H -6.92695 0.82699 -0.52463 0.392
H -6.00202 2.30391 -0.82912 0.253
C 6.42712 -2.35513 6.21051 -1.301
C 5.17011 -1.88932 5.52141 -0.299
S 5.21077 -0.06928 5.37726 1.254
O 5.08999 0.48625 6.73366 -0.677
O 6.41417 0.33068 4.62555 -0.660
C 3.62522 0.45729 4.52280 -0.527
C 3.63461 0.28307 2.99504 -1.126
N 2.32773 0.61100 2.33517 0.587
C 1.31974 -0.25906 2.19996 -0.335
N 0.39456 0.18294 1.33912 2.600
C 0.81983 1.40676 0.86819 -0.832
C 1.99963 1.67662 1.48662 -1.514
N 2.68023 2.87853 1.38600 1.094
O 2.14139 3.71842 0.64185 -0.637
O 3.75165 3.04384 2.00046 -0.678
C 1.13182 -1.43580 3.02020 -0.792
H 6.40434 -3.45893 6.31444 0.361
H 6.48489 -1.93845 7.22951 0.347
H 7.34180 -2.04157 5.68233 0.349
H 4.27168 -2.14125 6.12520 0.345
H 5.06739 -2.24621 4.46804 0.332
H 3.56947 1.51979 4.76207 0.379
H 2.83938 -0.10973 5.06115 0.324
H 3.88540 -0.74889 2.67260 0.326
H 4.41493 0.89014 2.53291 0.601
H 0.32602 1.99627 0.13366 0.972
H 1.04400 -2.31710 2.36135 0.070
H 0.17963 -1.32417 3.59400 -0.107
H 1.94081 -1.55079 3.74254 0.434
C 1.77906 -0.56130 -7.77750 -1.936
C 1.78343 0.91783 -7.40308 1.868
C 1.02696 1.77363 -8.44215 -1.490
C 3.23397 1.46565 -7.36828 -1.445
C 1.17409 1.14437 -6.00754 0.727
C 1.22408 2.42113 -5.45313 -0.388
C 0.82616 2.72364 -4.13486 -2.207
C 0.45912 1.63990 -3.38630 0.780
O 0.09590 1.55390 -2.01710 -0.669
B -0.17590 0.19124 -1.72670 1.038
O -0.10090 -0.53261 -2.96417 -0.848
C 0.30601 0.34827 -3.95940 0.422
C 0.64587 0.06323 -5.26283 -0.968
H 2.25891 -0.72375 -8.76136 0.389
H 0.73395 -1.00086 -7.81828 0.295
H 2.31027 -1.13896 -7.00708 0.427
H 1.50889 1.65083 -9.43988 0.406
H 1.00669 2.85573 -8.20790 0.298
H -0.04528 1.44019 -8.48638 0.346
H 3.81176 1.27983 -8.28356 0.409
H 3.74694 0.97995 -6.52156 0.345
H 3.28217 2.57386 -7.19992 0.312
H 1.71128 3.19444 -6.07392 0.274
H 0.90299 3.68283 -3.66076 0.516
H 0.47355 -0.90536 -5.72372 0.457
N -4.76838 -1.44686 6.21671 -0.524
C -3.98891 -0.66740 5.79673 -0.196
C -3.00915 0.13658 5.16973 0.264
C -2.62488 1.34286 5.74577 -0.451
C -1.78506 2.15524 4.96991 -1.102
C -1.32202 1.67505 3.73738 -0.065
N -1.69505 0.46924 3.19586 0.465
C -2.50316 -0.29653 3.94741 -0.478
H -2.97405 1.61422 6.74654 0.487
H -1.36899 3.09504 5.33772 0.484
H -0.61777 2.26493 3.15632 0.401
H -2.76941 -1.27120 3.56783 0.524

***

4.
36
Properties=species:S:1:pos:R:3:mulliken_charge:R:1 method="wB97M-V/def2-TZVPD" orbital_gap_ev=7.848 max_force_ev_per_a=2.50 homo_ha=-0.235 total_charge=-1 total_energy_ha=-3122.6724
Cl 0.68272 2.74872 -1.90073 -0.362
B 0.09767 2.02266 -0.26800 0.766
Cl 0.84530 3.22769 1.04572 -0.380
Cl -1.77228 1.96634 -0.23348 -0.351
O 0.65117 0.68853 -0.14738 -0.544
C 0.52810 -0.07430 1.01684 -0.796
C 1.97134 -0.43161 1.47623 0.320
C 2.22519 -0.59376 2.83595 -0.258
C 3.53573 -0.85433 3.31227 -0.586
C 4.57918 -1.12603 2.37358 -0.337
C 4.28701 -1.05562 0.99612 -0.656
C 3.03230 -0.56399 0.56179 -0.085
H 0.08504 0.52812 1.82820 0.570
H 1.31809 -0.49924 3.43710 0.349
H 3.69397 -0.86859 4.40258 0.342
H 5.55839 -1.49621 2.72076 0.329
H 5.05954 -1.23885 0.23485 0.334
H 2.83931 -0.33841 -0.49965 0.398
N -7.07283 -6.41491 0.56768 -0.508
C -6.08981 -5.80115 0.40965 -0.030
C -4.91253 -4.99491 0.26513 0.670
C -3.81171 -5.15915 1.11818 -0.845
C -2.67510 -4.36506 0.92875 0.125
C -2.60938 -3.39810 -0.07043 -0.290
S -1.11223 -2.43494 -0.48880 1.450
C -0.75668 -0.91816 0.69716 0.508
Cl -1.51225 -1.42154 2.24307 -0.231
O -0.03892 -3.37869 -0.28439 -0.666
O -1.40474 -1.90369 -1.80113 -0.660
C -3.74418 -3.21141 -0.84128 -0.301
C -4.89115 -3.98356 -0.70209 -0.832
H -3.88530 -5.91822 1.91381 0.387
H -1.83323 -4.52078 1.57922 0.466
H -1.48596 -0.24578 0.15448 -0.156
H -3.73178 -2.46002 -1.60834 0.475
H -5.76284 -3.77961 -1.33972 0.386